No. 1
# C6H14O

A cluster of 2 separate species, C6H14O in total (ωB97M-V with the def2-TZVPD basis set, OMol25).

Positions of all 21 atoms, in Å:
C  -0.5747  0.5174  0.6585
C  0.3649  0.2731  -0.4576
C  0.3290  -1.2479  -0.9227
C  0.6318  -2.1951  0.2608
C  -0.2180  -1.9256  1.5481
C  -0.1060  -0.4196  1.8661
H  -1.5822  0.2350  0.2971
H  -0.5975  1.5950  0.9109
H  1.3829  0.6691  -0.2779
H  -0.1042  0.8950  -1.2440
H  1.1196  -1.3498  -1.6909
H  -0.6276  -1.5661  -1.3800
H  0.4491  -3.1893  -0.1906
H  1.7060  -2.1361  0.5213
H  -1.2932  -2.1783  1.4743
H  0.2199  -2.5491  2.3512
H  -0.6880  -0.1993  2.7817
H  0.9513  -0.1621  2.0692
O  -0.5428  5.3637  -2.7937
H  -0.7906  4.8116  -3.5696
H  -0.0296  4.7582  -2.2122

Forces on the atoms, in the same order (eV/Å):
C 0.003 -1.146 2.043
C -0.728 -0.352 -2.253
C 0.935 1.220 0.675
C -0.507 -0.383 -0.583
C 0.659 0.369 -0.708
C -0.702 0.877 0.136
H 0.250 0.083 0.449
H 0.012 -0.591 0.239
H -0.385 -0.503 0.010
H 0.820 -0.276 -0.380
H -0.439 -0.218 0.257
H 0.275 0.620 0.230
H 0.198 0.072 0.757
H -0.476 0.007 -0.022
H 0.531 -0.094 -0.320
H -0.349 0.422 -0.186
H 0.301 -0.011 -0.355
H -0.399 -0.091 0.010
O 0.271 -1.191 -0.198
H 0.289 0.564 0.858
H -0.559 0.621 -0.658

Values from the calculation:
HOMO in eV: -10.33
E_tot in hartree: -312.23486
LUMO in eV: 0.6643
Kohn-Sham gap in eV: 10.993
Energy relative to the best compared isomer or geometry (same formula, charge and spin) in kJ/mol: 53.0

Charges in e, computed with natural (NBO), in the same order as the atoms: atom 1 (C): -0.397, atom 2 (C): -0.406, atom 3 (C): -0.399, atom 4 (C): -0.404, atom 5 (C): -0.406, atom 6 (C): -0.400, atom 7 (H): 0.193, atom 8 (H): 0.207, atom 9 (H): 0.200, atom 10 (H): 0.198, atom 11 (H): 0.207, atom 12 (H): 0.199, atom 13 (H): 0.206, atom 14 (H): 0.196, atom 15 (H): 0.199, atom 16 (H): 0.210, atom 17 (H): 0.205, atom 18 (H): 0.191, atom 19 (O): -0.940, atom 20 (H): 0.470, atom 21 (H): 0.470

=====

No. 2
# C6H14O

An isolated molecule of C6H14O (ωB97M-V with the def2-TZVPD basis set, OMol25).

Positions of all 21 atoms, in Å:
C  2.2100  2.4356  -0.5869
C  1.6844  1.0558  -1.0428
C  0.9839  0.3186  0.1034
C  -0.1694  -0.5854  -0.3253
C  -1.0012  -1.0614  0.8640
C  -2.3287  -1.6591  0.4394
O  -3.0336  -2.0426  1.6046
H  1.4224  3.2287  -0.3529
H  2.9819  2.7868  -1.2886
H  2.6855  2.3616  0.3874
H  0.9922  1.1738  -1.8878
H  2.4990  0.4264  -1.4403
H  1.7162  -0.2584  0.6870
H  0.5841  1.0782  0.7873
H  0.2012  -1.4470  -0.8999
H  -0.8145  -0.0155  -1.0102
H  -0.4482  -1.7989  1.4593
H  -1.2101  -0.2136  1.5295
H  -2.8927  -0.9060  -0.1363
H  -2.1579  -2.5202  -0.2280
H  -3.9045  -2.3574  1.3371

Forces on the atoms, in the same order (eV/Å):
C -0.283 0.400 0.214
C -0.083 0.162 0.037
C -0.062 0.061 0.075
C -0.024 0.012 -0.049
C -0.014 -0.008 0.039
C 0.265 0.132 -0.351
O -0.311 -0.139 0.004
H 0.719 -1.095 -0.964
H -0.489 0.301 0.210
H 0.386 -0.352 0.122
H 0.032 0.093 0.183
H -0.094 0.371 0.191
H -0.119 0.137 -0.085
H -0.041 -0.112 -0.017
H -0.033 0.148 0.087
H 0.058 -0.067 0.094
H -0.062 0.089 -0.087
H 0.026 -0.107 -0.089
H 0.056 -0.131 0.123
H -0.041 0.092 0.137
H 0.114 0.014 0.124

Values from the calculation:
HOMO in eV: -10.30
E_tot in hartree: -312.23358
LUMO in eV: 1.0136
Kohn-Sham gap in eV: 11.309
Energy relative to the best compared isomer or geometry (same formula, charge and spin) in kJ/mol: 56.3

Charges in e, computed with natural (NBO), in the same order as the atoms: atom 1 (C): -0.611, atom 2 (C): -0.398, atom 3 (C): -0.389, atom 4 (C): -0.391, atom 5 (C): -0.411, atom 6 (C): -0.050, atom 7 (O): -0.720, atom 8 (H): 0.207, atom 9 (H): 0.211, atom 10 (H): 0.202, atom 11 (H): 0.195, atom 12 (H): 0.199, atom 13 (H): 0.200, atom 14 (H): 0.191, atom 15 (H): 0.198, atom 16 (H): 0.190, atom 17 (H): 0.205, atom 18 (H): 0.202, atom 19 (H): 0.151, atom 20 (H): 0.152, atom 21 (H): 0.467

=====

No. 3
# C6H14O

An isolated molecule of C6H14O (ωB97M-V with the def2-TZVPD basis set, OMol25).

Positions of all 21 atoms, in Å:
C  -1.1911  -1.1658  -0.8774
C  -1.8942  -0.4572  0.2791
C  -1.4859  1.0076  0.4732
C  -0.0738  1.2828  1.0161
C  1.1139  0.8681  0.1446
O  1.4893  -0.4688  0.4169
C  2.4715  -0.9493  -0.4668
H  -1.5831  -2.1784  -1.0211
H  -0.1232  -1.2524  -0.6712
H  -1.3249  -0.6127  -1.8161
H  -2.9794  -0.4852  0.1094
H  -1.7135  -1.0064  1.2135
H  -1.6176  1.5474  -0.4771
H  -2.1960  1.4656  1.1754
H  0.0516  0.8095  1.9990
H  0.0062  2.3668  1.1799
H  0.8644  0.9876  -0.9255
H  1.9774  1.5205  0.3510
H  2.1348  -0.9023  -1.5157
H  2.6628  -1.9949  -0.2095
H  3.4110  -0.3828  -0.3777

Forces on the atoms, in the same order (eV/Å):
C 0.034 -0.044 -0.056
C -0.045 -0.004 0.041
C 0.003 0.023 -0.010
C 0.052 0.010 -0.005
C -0.042 0.246 -0.021
O -0.022 0.024 0.105
C 0.164 -0.101 -0.104
H -0.014 0.153 0.003
H -0.242 -0.041 -0.127
H -0.019 -0.095 0.126
H 0.167 0.007 0.049
H -0.010 0.060 -0.128
H 0.057 -0.099 0.106
H 0.121 -0.041 -0.106
H -0.006 0.052 -0.131
H 0.006 -0.200 -0.005
H 0.041 -0.074 0.157
H -0.112 -0.045 -0.036
H 0.020 0.029 0.171
H -0.020 0.181 -0.018
H -0.133 -0.039 -0.011

Values from the calculation:
HOMO in eV: -9.83
E_tot in hartree: -312.22324
LUMO in eV: 1.1340
Kohn-Sham gap in eV: 10.965
Energy relative to the best compared isomer or geometry (same formula, charge and spin) in kJ/mol: 83.5

Charges in e, computed with natural (NBO), in the same order as the atoms: atom 1 (C): -0.623, atom 2 (C): -0.396, atom 3 (C): -0.389, atom 4 (C): -0.421, atom 5 (C): -0.066, atom 6 (O): -0.549, atom 7 (C): -0.253, atom 8 (H): 0.207, atom 9 (H): 0.224, atom 10 (H): 0.193, atom 11 (H): 0.198, atom 12 (H): 0.197, atom 13 (H): 0.190, atom 14 (H): 0.206, atom 15 (H): 0.213, atom 16 (H): 0.208, atom 17 (H): 0.163, atom 18 (H): 0.169, atom 19 (H): 0.166, atom 20 (H): 0.196, atom 21 (H): 0.168

=====

No. 4
# C6H14O

An isolated molecule of C6H14O (ωB97M-V with the def2-TZVPD basis set, OMol25).

Positions of all 21 atoms, in Å:
C  -3.4129  0.0372  -0.5107
C  -2.3010  -0.3481  0.4666
C  -0.9311  -0.2470  -0.2098
C  0.3157  -0.4036  0.6834
C  1.5959  -0.1912  -0.1234
O  2.6089  0.2747  0.7496
C  3.7402  0.7422  0.0593
H  -4.4056  -0.0170  -0.0513
H  -3.4064  -0.6224  -1.3867
H  -3.2703  1.0633  -0.8727
H  -2.3603  0.2989  1.3533
H  -2.4560  -1.3736  0.8188
H  -0.9013  -0.9875  -1.0232
H  -0.9156  0.7237  -0.7307
H  0.3415  -1.3838  1.2061
H  0.3546  0.4106  1.4199
H  1.8856  -1.1482  -0.6007
H  1.3973  0.5890  -0.8984
H  4.3407  -0.0848  -0.3548
H  4.3700  1.2823  0.7822
H  3.4099  1.3852  -0.7769

Forces on the atoms, in the same order (eV/Å):
C -0.029 0.000 -0.028
C 0.040 -0.090 0.074
C -0.025 -0.020 -0.122
C -0.081 0.317 -0.088
C -0.329 -0.112 -0.088
O -0.165 -0.164 -0.022
C 0.185 -0.062 -0.082
H 0.163 -0.032 -0.054
H -0.028 0.086 0.123
H -0.023 -0.157 0.069
H 0.163 -0.081 -0.164
H -0.029 0.066 0.041
H 0.037 0.009 0.140
H 0.293 -0.088 0.230
H -0.107 0.621 -0.235
H -0.326 -0.329 0.128
H 0.118 0.458 -0.103
H 0.216 -0.528 0.254
H -0.161 0.107 0.009
H -0.289 -0.031 -0.366
H 0.377 0.031 0.284

Values from the calculation:
HOMO in eV: -9.79
E_tot in hartree: -312.22266
LUMO in eV: 1.1531
Kohn-Sham gap in eV: 10.944
Energy relative to the best compared isomer or geometry (same formula, charge and spin) in kJ/mol: 85.0

Charges in e, computed with natural (NBO), in the same order as the atoms: atom 1 (C): -0.602, atom 2 (C): -0.391, atom 3 (C): -0.391, atom 4 (C): -0.417, atom 5 (C): -0.053, atom 6 (O): -0.543, atom 7 (C): -0.245, atom 8 (H): 0.210, atom 9 (H): 0.201, atom 10 (H): 0.200, atom 11 (H): 0.196, atom 12 (H): 0.195, atom 13 (H): 0.193, atom 14 (H): 0.192, atom 15 (H): 0.204, atom 16 (H): 0.213, atom 17 (H): 0.163, atom 18 (H): 0.157, atom 19 (H): 0.163, atom 20 (H): 0.193, atom 21 (H): 0.163

=====

No. 5
# C6H14O

A cluster of 2 separate species, C6H14O in total (ωB97M-V with the def2-TZVPD basis set, OMol25).

Positions of all 21 atoms, in Å:
C  2.9152  -0.7305  0.9652
C  1.3046  -1.8608  -0.0133
C  0.0297  -1.3013  0.1898
C  -0.5377  -0.2411  -0.7091
C  -1.3636  0.8056  0.0405
C  -1.9710  1.8611  -0.8668
O  -2.7293  2.7387  -0.0548
H  3.7886  -1.2826  0.5855
H  2.9271  -0.7899  2.0569
H  3.0171  0.3139  0.6557
H  1.8092  -1.7395  -0.9674
H  1.5873  -2.7688  0.5097
H  -0.5564  -1.6813  1.0170
H  1.3187  -0.8392  0.7489
H  -1.1688  -0.7211  -1.4716
H  0.2740  0.2584  -1.2641
H  -2.1808  0.3157  0.5857
H  -0.7399  1.3061  0.7915
H  -1.1703  2.4037  -1.3972
H  -2.6053  1.3823  -1.6320
H  -3.1097  3.4185  -0.6230

Forces on the atoms, in the same order (eV/Å):
C 0.287 0.252 0.177
C -0.219 -0.357 -0.292
C -0.272 -0.177 -0.061
C -0.068 0.014 -0.128
C -0.040 0.015 0.049
C 0.269 -0.317 -0.209
O -0.163 0.273 -0.133
H -0.433 -0.015 -0.049
H -0.117 -0.005 0.024
H -0.074 0.024 -0.011
H -0.034 0.175 0.179
H -0.067 0.228 0.056
H -0.038 0.075 -0.012
H 1.048 -0.126 0.017
H -0.006 0.150 -0.020
H -0.111 -0.117 0.140
H 0.125 0.038 -0.061
H -0.068 -0.061 -0.086
H -0.128 -0.066 0.106
H 0.090 0.066 0.156
H 0.021 -0.070 0.158

Values from the calculation:
HOMO in eV: -6.69
E_tot in hartree: -312.05042
LUMO in eV: 0.9694
Kohn-Sham gap in eV: 7.662
Energy relative to the best compared isomer or geometry (same formula, charge and spin) in kJ/mol: 537.2

Charges in e, computed with natural (NBO), in the same order as the atoms: atom 1 (C): -0.938, atom 2 (C): -0.315, atom 3 (C): -0.456, atom 4 (C): -0.415, atom 5 (C): -0.407, atom 6 (C): -0.053, atom 7 (O): -0.719, atom 8 (H): 0.208, atom 9 (H): 0.198, atom 10 (H): 0.198, atom 11 (H): 0.225, atom 12 (H): 0.235, atom 13 (H): 0.215, atom 14 (H): 0.441, atom 15 (H): 0.202, atom 16 (H): 0.199, atom 17 (H): 0.205, atom 18 (H): 0.205, atom 19 (H): 0.152, atom 20 (H): 0.153, atom 21 (H): 0.467

=====

What did the second record say?
# C6H14O

An isolated molecule of C6H14O (ωB97M-V with the def2-TZVPD basis set, OMol25).

Positions of all 21 atoms, in Å:
C  2.2100  2.4356  -0.5869
C  1.6844  1.0558  -1.0428
C  0.9839  0.3186  0.1034
C  -0.1694  -0.5854  -0.3253
C  -1.0012  -1.0614  0.8640
C  -2.3287  -1.6591  0.4394
O  -3.0336  -2.0426  1.6046
H  1.4224  3.2287  -0.3529
H  2.9819  2.7868  -1.2886
H  2.6855  2.3616  0.3874
H  0.9922  1.1738  -1.8878
H  2.4990  0.4264  -1.4403
H  1.7162  -0.2584  0.6870
H  0.5841  1.0782  0.7873
H  0.2012  -1.4470  -0.8999
H  -0.8145  -0.0155  -1.0102
H  -0.4482  -1.7989  1.4593
H  -1.2101  -0.2136  1.5295
H  -2.8927  -0.9060  -0.1363
H  -2.1579  -2.5202  -0.2280
H  -3.9045  -2.3574  1.3371

Forces on the atoms, in the same order (eV/Å):
C -0.283 0.400 0.214
C -0.083 0.162 0.037
C -0.062 0.061 0.075
C -0.024 0.012 -0.049
C -0.014 -0.008 0.039
C 0.265 0.132 -0.351
O -0.311 -0.139 0.004
H 0.719 -1.095 -0.964
H -0.489 0.301 0.210
H 0.386 -0.352 0.122
H 0.032 0.093 0.183
H -0.094 0.371 0.191
H -0.119 0.137 -0.085
H -0.041 -0.112 -0.017
H -0.033 0.148 0.087
H 0.058 -0.067 0.094
H -0.062 0.089 -0.087
H 0.026 -0.107 -0.089
H 0.056 -0.131 0.123
H -0.041 0.092 0.137
H 0.114 0.014 0.124

Values from the calculation:
HOMO in eV: -10.30
E_tot in hartree: -312.23358
LUMO in eV: 1.0136
Kohn-Sham gap in eV: 11.309
Energy relative to the best compared isomer or geometry (same formula, charge and spin) in kJ/mol: 56.3

Charges in e, computed with natural (NBO), in the same order as the atoms: atom 1 (C): -0.611, atom 2 (C): -0.398, atom 3 (C): -0.389, atom 4 (C): -0.391, atom 5 (C): -0.411, atom 6 (C): -0.050, atom 7 (O): -0.720, atom 8 (H): 0.207, atom 9 (H): 0.211, atom 10 (H): 0.202, atom 11 (H): 0.195, atom 12 (H): 0.199, atom 13 (H): 0.200, atom 14 (H): 0.191, atom 15 (H): 0.198, atom 16 (H): 0.190, atom 17 (H): 0.205, atom 18 (H): 0.202, atom 19 (H): 0.151, atom 20 (H): 0.152, atom 21 (H): 0.467

=====

Q: E_tot of number 3 (C6H14O)?
A: -312.22324 hartree

=====

Q: Which of these has the lowest Kohn-Sham gap?
A: number 5